Entry 1:
Formula: C26H78O26
Source: the OMol25 dataset
Level of theory: ωB97M-V/def2-TZVPD

Summary:
Gap between HOMO and LUMO = 8.86 eV
Total charge = 0
LUMO = -0.010 Eh

Structure (XYZ):
```
130
Properties=species:S:1:pos:R:3:forces:R:3
O 17.9572 -19.2412 15.9813 0.9 -0.8 0.0
O 14.9863 -22.2808 14.9062 1.0 0.8 0.2
O 18.7579 -16.0481 8.9862 1.0 0.2 0.5
O 18.2446 -20.5994 10.2159 2.4 -1.3 0.4
O 21.6014 -20.0695 10.2066 0.9 3.5 -1.3
O 13.4119 -19.0230 14.8130 -0.3 1.5 1.9
O 21.1616 -17.9128 13.1005 -0.6 -1.6 2.4
O 14.4140 -13.0091 12.7159 6.9 1.6 -1.7
O 18.4184 -12.9593 15.2531 -0.7 0.7 1.7
O 13.1875 -16.5349 17.1953 -1.0 0.7 -3.4
O 14.7131 -20.5469 10.9382 0.8 -1.7 1.1
O 20.6474 -11.6388 14.5254 1.9 3.0 0.9
O 15.9213 -12.0731 15.8338 -1.4 0.3 0.0
O 19.1323 -15.9215 17.3427 -2.2 -0.1 -3.0
O 22.4901 -15.5797 12.1549 -1.0 -0.5 -0.2
O 20.6790 -16.6227 20.4644 -0.3 6.1 3.3
O 19.8880 -21.8100 14.1318 3.3 0.8 3.9
O 16.4353 -14.8572 17.8978 -9.7 1.3 6.4
O 19.2058 -11.0050 9.9255 -0.5 1.8 -1.0
O 19.1267 -15.6814 12.5455 -2.9 3.7 1.0
O 14.2100 -14.8782 10.0303 1.5 0.8 1.4
O 16.6665 -17.6639 7.6860 3.4 -3.5 0.0
O 17.3891 -14.0925 10.8236 3.1 -1.5 4.8
O 13.2131 -17.9907 11.6794 2.5 -0.4 3.0
O 16.5077 -17.5737 14.4032 -0.6 0.7 -1.8
O 24.4760 -12.9765 13.7735 0.9 1.5 0.8
C 18.2486 -16.0054 13.6256 -2.4 0.9 -2.7
C 20.1352 -15.9541 18.2512 -2.4 -1.9 2.5
C 19.5986 -16.7348 19.5510 5.6 -2.3 -1.7
C 23.0483 -14.7640 13.1889 -3.9 -0.3 -0.3
C 20.7912 -12.3171 15.7171 -4.8 1.3 1.9
C 18.7688 -21.2318 14.7329 -2.4 2.0 -1.7
C 13.5066 -20.4404 14.8892 2.0 0.1 1.8
C 20.7501 -18.8087 12.0594 -1.7 -1.0 0.4
C 19.0793 -20.0665 15.6410 2.9 2.0 -0.7
C 19.3282 -12.5126 16.3541 6.2 -14.7 -6.4
C 15.8212 -19.9471 10.2953 1.4 -3.6 3.0
C 14.2775 -16.1965 10.5015 -2.4 -1.3 -1.5
C 17.6181 -12.7070 10.6563 -2.1 0.2 0.2
C 14.0167 -15.5233 17.6457 3.5 0.8 -2.6
C 15.1698 -13.2722 13.8754 0.7 0.0 -0.1
C 24.1079 -13.8823 12.7352 1.5 3.4 -2.6
C 15.0173 -20.8417 14.9349 -2.2 -0.2 -2.1
C 16.7345 -16.3269 7.8401 -3.3 4.7 -0.3
C 17.0146 -20.8849 10.8559 -1.6 -1.6 -7.2
C 17.4094 -17.3773 13.3431 1.7 2.3 0.3
C 21.9222 -19.1717 11.2463 0.7 -1.6 1.8
C 13.1097 -16.5910 11.3825 0.8 -2.6 -2.7
C 19.0548 -12.2396 10.4662 3.8 -3.4 0.1
C 18.1371 -15.6757 7.7774 -2.7 -3.8 0.6
C 14.9303 -12.1313 14.8031 -0.7 -1.1 2.6
C 15.5331 -15.6720 17.1988 0.6 -1.8 -0.1
H 21.7685 -16.2124 12.4910 2.0 1.6 -0.2
H 22.2332 -14.3807 13.8653 0.4 1.2 -1.3
H 18.7069 -16.1004 14.5226 2.0 -0.3 2.9
H 13.3795 -20.3290 13.8919 -1.8 -3.5 -3.7
H 18.2551 -15.5851 9.7204 0.7 -0.4 -1.3
H 20.4156 -15.6035 20.8260 2.2 -4.1 -0.8
H 21.1301 -13.2042 15.4574 1.9 -4.6 -0.5
H 19.6894 -19.3662 14.9065 -0.6 -1.1 1.9
H 17.9534 -14.3455 11.7632 -2.1 0.4 -4.0
H 12.9761 -16.2525 16.2175 0.4 -1.2 2.8
H 21.5039 -20.8072 10.6821 -0.9 -5.3 2.0
H 15.4931 -11.3898 16.3524 0.9 0.2 1.0
H 15.9987 -16.0496 8.7728 2.3 -0.1 -1.9
H 18.0569 -20.8095 13.8739 1.4 -1.0 1.8
H 16.0057 -16.6151 17.5351 -1.4 -0.9 -1.0
H 12.8961 -16.1701 12.2797 -0.5 2.3 2.4
H 16.7902 -21.9738 10.6490 -0.4 1.0 0.2
H 17.7302 -14.9758 13.6936 -0.5 -2.2 0.4
H 14.6883 -22.4758 14.0120 0.0 -0.3 0.0
H 16.0324 -19.0719 10.8151 0.2 2.5 -0.1
H 16.8808 -18.1886 14.9966 0.7 -1.2 1.2
H 23.3907 -15.3702 13.8820 2.6 -3.5 3.3
H 15.6773 -15.5352 16.1011 -0.4 -0.3 0.6
H 17.2195 -20.7960 11.8009 -0.1 1.0 5.8
H 23.6755 -13.2550 11.8757 0.8 -1.0 0.7
H 12.8707 -21.0338 15.6749 0.9 1.3 -1.9
H 17.6266 -18.0633 7.8062 -2.9 1.1 -0.2
H 15.5096 -19.9621 9.2928 1.2 0.5 -1.7
H 19.2150 -13.0937 17.2721 0.6 -1.0 -0.3
H 16.9190 -17.1031 12.4748 -1.9 0.5 -1.7
H 14.0645 -15.4698 18.6557 -0.4 -0.1 3.3
H 15.4902 -20.3683 15.7444 0.9 -0.2 1.5
H 14.7543 -14.3192 10.6678 -1.0 -0.9 -1.2
H 17.1357 -14.7998 17.4573 9.4 0.9 -5.8
H 19.5895 -16.4257 12.4838 3.8 -4.6 -1.1
H 18.0181 -18.2253 12.8844 -0.2 0.5 1.6
H 14.8501 -14.0593 14.4584 -1.0 -2.9 0.4
H 12.3372 -16.5802 10.6630 -1.7 0.6 -0.1
H 14.1792 -16.9769 9.6839 -0.4 1.3 -0.1
H 17.0744 -12.1753 11.5376 1.0 -0.3 -1.5
H 14.0221 -19.9522 10.7996 -2.2 1.5 0.0
H 17.5264 -12.5111 15.4770 1.9 -1.0 -0.6
H 18.9919 -11.7754 16.5836 -6.4 16.2 4.6
H 13.8219 -18.0156 12.5433 -2.0 -0.4 -2.7
H 18.0918 -14.6780 7.6418 -0.5 3.7 0.1
H 15.1407 -16.6391 10.8327 3.1 0.3 1.7
H 22.6923 -19.4388 12.0672 -0.6 -0.5 -1.6
H 25.1255 -12.2322 13.5312 -1.7 -2.2 -0.1
H 13.6189 -13.2711 12.9067 -7.4 -2.2 1.1
H 18.4215 -15.9954 6.7423 1.4 -0.7 1.3
H 16.2284 -13.5487 13.5981 -0.9 1.2 0.4
H 21.1373 -18.4967 13.9476 0.3 2.1 -2.1
H 19.9194 -18.3538 11.4300 0.8 -0.7 0.9
H 18.6595 -16.7562 17.1909 0.7 0.2 0.2
H 18.3290 -10.8384 9.6303 -0.9 1.2 -1.0
H 21.3384 -11.9202 16.5383 1.1 1.2 -0.1
H 13.8296 -14.5280 17.2717 -1.0 0.4 -0.1
H 16.9675 -12.6304 9.7356 1.0 1.3 0.5
H 15.4678 -20.3832 13.9972 -0.3 -0.7 1.0
H 20.6236 -21.6965 14.9477 -2.4 -0.9 -3.5
H 17.6239 -19.4842 16.8388 -0.3 -0.3 0.5
H 18.8091 -16.3015 20.1028 -2.0 -0.3 -0.7
H 13.1628 -18.7538 15.6771 -0.1 1.3 1.3
H 19.8014 -12.9838 9.9253 -2.3 0.6 -0.1
H 16.1850 -15.7907 6.9389 0.6 -1.1 1.3
H 25.0758 -14.3545 12.4141 -1.3 -0.3 -0.1
H 22.3350 -18.4198 10.7455 1.6 3.8 -1.6
H 15.0273 -11.4039 14.1633 1.1 4.9 -3.1
H 18.2221 -21.8498 15.3810 -1.0 -1.9 0.2
H 21.1108 -16.0985 17.8695 1.1 -1.7 -0.3
H 20.0960 -12.1591 13.9974 -1.5 -1.2 -1.3
H 20.2280 -14.9706 18.5112 0.1 2.9 1.4
H 20.4803 -19.8027 12.5764 -0.6 1.4 -1.0
H 19.7657 -12.1683 11.2817 -1.0 -0.4 1.8
H 19.8771 -17.8661 19.4986 -2.7 1.2 -1.1
H 13.8688 -11.8270 15.2330 1.6 -1.9 -0.7
H 18.9284 -21.2634 10.6125 -1.8 1.9 -1.3
H 19.7546 -20.4075 16.5971 -1.6 1.0 -2.2
```
Positions in Å, forces in eV/Å.

***

Entry 2:
Formula: C25H26N7O3Ru
Source: the OMol25 dataset
Level of theory: ωB97M-V/def2-TZVPD

Summary:
Gap between HOMO and LUMO (alpha / beta) = 9.11 / 6.73 eV
Total charge = +2
Multiplicity = 6
LUMO (alpha / beta) = -0.207 / -0.297 Eh

Structure (XYZ):
```
62
Properties=species:S:1:pos:R:3:forces:R:3
Ru 0.0632 0.1322 0.0743 0.3 0.5 -0.2
O 4.2159 1.2405 -0.3639 0.0 0.0 0.0
O 3.8460 -0.7021 1.6254 0.0 0.0 -0.1
O -1.8832 -1.0502 -0.6902 0.3 0.2 0.3
N 0.9881 -1.8367 -0.8365 0.1 0.2 0.1
N -1.5817 1.6158 0.2519 0.6 -0.3 0.1
N -1.5148 -3.2779 -0.5819 0.0 0.1 0.0
N -2.8910 1.4126 -0.0053 -0.2 0.2 0.0
N 0.4204 -0.2447 2.3438 -0.2 -0.2 -0.5
N 0.9522 1.4758 -1.6400 -0.3 -0.2 0.5
N 2.1983 0.5540 0.5587 -0.7 -0.2 -0.2
C -0.1227 3.5050 0.8995 -0.1 0.0 -0.1
C 0.7740 2.9534 -3.4911 0.0 0.0 0.1
C 2.7218 -0.2876 1.5227 -0.1 0.0 0.1
C -0.2600 -1.3055 4.3586 0.0 0.1 -0.1
C -5.0719 2.5852 -0.0877 -0.1 -0.1 0.0
C 2.8387 2.7730 -2.2888 -0.1 -0.1 0.0
C -1.4497 2.9173 0.5600 -0.2 0.0 0.0
C 2.0101 -1.4896 3.6101 -0.1 0.1 0.0
C 1.0236 -1.8063 4.5332 0.1 0.0 0.0
C -3.1090 -2.4604 -2.1962 0.0 0.1 0.0
C -0.5256 -0.5253 3.2468 0.0 0.0 0.2
C 0.8597 -2.9487 -0.0914 0.0 -0.1 0.0
C 2.2224 1.8454 -1.4670 0.3 0.1 -0.2
C 3.1337 -3.5565 -0.5032 0.0 0.0 0.0
C -3.6032 2.5448 0.1219 0.2 0.0 0.1
C 3.0158 1.1720 -0.3684 0.0 0.2 0.0
C 2.0947 3.3428 -3.3123 0.1 0.0 0.1
C 1.9097 -3.8304 0.0931 0.0 0.0 0.0
C 2.1470 -1.6252 -1.4794 0.1 -0.2 -0.1
C -2.1174 -2.2074 -1.0994 -0.1 -0.4 -0.1
C 0.2363 2.0111 -2.6318 0.0 0.1 -0.2
C -0.5171 -3.2118 0.4752 0.1 0.1 -0.1
C 3.2438 -2.4511 -1.3321 0.0 0.0 0.0
C -2.6995 3.5326 0.4869 0.0 0.0 0.0
C 1.6630 -0.6996 2.5276 0.3 -0.1 0.2
H -3.1929 0.4985 -0.3012 0.0 -0.1 0.0
H -0.5290 -4.1534 1.0177 0.0 0.0 0.1
H -1.6955 -4.1763 -1.0024 -0.1 0.0 0.0
H -0.7848 1.6679 -2.7456 0.0 0.0 0.1
H 1.2581 -2.4247 5.3900 0.0 0.0 0.0
H 3.8759 3.0211 -2.1140 0.0 0.0 0.0
H -0.2022 4.1646 1.7615 0.0 0.0 0.0
H 4.1677 -2.2164 -1.8411 0.0 0.0 0.0
H 2.1875 -0.7674 -2.1369 0.0 0.1 0.1
H -2.5768 -2.7555 -3.1027 0.0 0.0 0.0
H 0.6007 2.7202 1.1258 0.1 0.1 0.0
H 1.7740 -4.7221 0.6904 0.0 0.0 0.0
H 2.5478 4.0774 -3.9648 0.0 0.0 0.0
H -0.8054 -2.4164 1.1667 -0.1 -0.1 0.1
H 3.0364 -1.8170 3.7000 0.0 0.0 0.0
H 0.2522 4.1005 0.0648 0.0 0.0 0.0
H -5.3502 2.1196 -1.0337 0.0 0.0 0.0
H -3.7960 -3.2641 -1.9347 0.0 0.0 0.0
H -2.9175 4.5693 0.6797 0.0 0.0 0.0
H -3.6708 -1.5541 -2.4006 0.0 0.0 0.0
H -1.0469 -1.5085 5.0709 0.0 0.0 0.0
H -5.4263 3.6118 -0.0856 0.0 0.0 0.0
H 0.1685 3.3739 -4.2811 0.0 0.0 0.0
H 3.9845 -4.2034 -0.3370 0.0 0.0 0.0
H -5.5875 2.0456 0.7086 0.0 0.0 0.0
H -1.5029 -0.0875 3.0818 0.0 -0.1 -0.1
```
Positions in Å, forces in eV/Å.

***

Entry 3:
Formula: C2H4N2S2
Source: the OMol25 dataset
Level of theory: ωB97M-V/def2-TZVPD

Summary:
Gap between HOMO and LUMO = 9.15 eV
Total charge = 0
LUMO = 0.022 Eh

Structure (XYZ):
```
10
Properties=species:S:1:pos:R:3:forces:R:3
S 1.4914 -0.9990 0.0001 0.0 0.4 0.0
S -2.6235 0.1179 -0.0010 0.2 -0.1 0.0
N -0.9167 0.2769 -0.0032 0.4 -1.0 0.1
N 2.2961 0.4826 -0.0039 -0.5 0.2 0.1
C -0.2540 -0.8224 0.0072 -0.4 0.6 -0.1
C 1.7457 1.6345 0.0008 -0.3 -0.5 0.0
H 2.4022 2.4934 0.0162 0.3 0.1 0.0
H -0.7148 -1.8299 -0.0038 0.1 0.3 0.1
H -2.8476 1.4310 0.0120 -0.1 0.1 0.0
H 0.6680 1.8144 -0.0076 0.3 -0.1 0.0
```
Positions in Å, forces in eV/Å.

***

no.,largest force on an atom (eV/A)
1,18.0
2,0.8
3,1.1